Run w
Here is a molecular structure, C28H46CdFN2OSi2 from the OMol25 dataset. Energies are from ωB97M-V with the def2-TZVPD basis set.

Values from the calculation:
- E_LUMO (eV) = 2.874
- HOMO energy (eV) = -3.8

ORCA input file:
```
! RIJCOSX wB97M-V def2-TZVPD def2/J DEFGRID3
* xyz -1 1
Cd 0.1733 -0.9433 -0.4930
N -2.6323 0.0680 3.1152
C -1.8779 -0.0303 1.9781
O -0.6716 0.0944 2.0251
C -2.6673 -0.2955 0.7106
C -1.8538 -0.1081 -0.5533
H -2.1466 0.0655 3.9958
H -3.6030 -0.1899 3.0960
H -3.5671 0.3421 0.7672
H -3.0363 -1.3253 0.7932
H -1.6711 0.9593 -0.7152
H -2.4150 -0.4629 -1.4231
C 1.5651 -2.2802 -4.8623
C 0.3404 -1.9935 -3.9907
C -0.6938 -3.1106 -4.1304
C -0.2218 -0.6253 -4.3215
C -0.9672 -0.4712 -5.4844
C -1.4320 0.7661 -5.8932
C -1.1692 1.8666 -5.0931
C -0.4483 1.7535 -3.9152
C -0.3640 2.9640 -3.0067
C 0.3394 4.1482 -3.6653
C -1.7615 3.3616 -2.5242
C 0.0824 0.4974 -3.5281
N 0.8098 0.3606 -2.3549
C 1.9600 1.0775 -2.2744
C 2.7406 1.4718 -3.3836
C 3.9181 2.1874 -3.2512
C 4.3946 2.5635 -2.0039
C 3.6555 2.2005 -0.8810
C 2.4933 1.4902 -1.0352
F 1.8027 1.1470 0.1085
H 1.9744 -3.2701 -4.6543
H 2.3461 -1.5404 -4.6896
H 1.2915 -2.2418 -5.9192
H 0.6810 -1.9767 -2.9468
H -0.9572 -3.2861 -5.1752
H -1.6088 -2.8707 -3.5882
H -0.2986 -4.0450 -3.7322
H -1.1723 -1.3416 -6.0959
H -2.0003 0.8689 -6.8082
H -1.5658 2.8361 -5.3743
H 0.2060 2.6845 -2.1226
H -0.1878 4.4648 -4.5683
H 1.3640 3.8945 -3.9384
H 0.3712 5.0001 -2.9842
H -2.3723 3.7371 -3.3480
H -1.6952 4.1475 -1.7696
H -2.2774 2.5079 -2.0859
H 2.3879 1.1915 -4.3693
H 4.4745 2.4518 -4.1426
H 5.3150 3.1208 -1.8989
H 3.9700 2.4613 0.1204
C 3.9571 -1.5979 -1.1633
Si 3.0220 -2.9849 -0.3198
C 2.8012 -4.3317 -1.6301
C 4.2256 -3.6876 0.9657
C 1.4353 -2.4760 0.4685
Si 0.2787 -3.8109 1.0007
C 1.1258 -5.3737 1.6568
C -0.8416 -3.2343 2.4061
C -0.8655 -4.3766 -0.3864
H 4.9015 -1.9724 -1.5630
H 4.1864 -0.7856 -0.4745
H 3.3915 -1.1698 -1.9897
H 3.7143 -4.9251 -1.7030
H 2.6142 -3.8922 -2.6098
H 1.9843 -5.0154 -1.4135
H 5.2219 -3.7884 0.5304
H 3.9141 -4.6680 1.3181
H 4.3056 -3.0349 1.8341
H 1.6964 -1.8969 1.3665
H 1.8066 -5.1326 2.4716
H 1.7039 -5.8837 0.8890
H 0.3814 -6.0759 2.0372
H -0.3057 -2.6062 3.1151
H -1.2511 -4.0930 2.9422
H -1.6774 -2.6515 2.0253
H -0.3140 -4.7647 -1.2410
H -1.4710 -3.5417 -0.7433
H -1.5436 -5.1598 -0.0420
*
```

These are the Mulliken partial charges, in e, on atoms 1 to 2: atom 1 (Cd): 1.841, atom 2 (N): -0.436

=====

Run x
Here is a molecular structure, C28H46CdFN2OSi2 from the OMol25 dataset. Energies are from ωB97M-V with the def2-TZVPD basis set.

Values from the calculation:
- E_LUMO (eV) = 2.621
- HOMO energy (eV) = -3.5

ORCA input file:
```
! RIJCOSX wB97M-V def2-TZVPD def2/J DEFGRID3
* xyz -1 1
Cd 0.4292 0.2469 0.4323
N 0.3003 -0.6940 5.1687
C 0.6595 -0.5723 3.8546
O 0.4672 -1.4757 3.0664
C 1.3142 0.7493 3.4947
C 1.8169 0.8036 2.0589
H -0.2078 -1.5137 5.4543
H 0.3723 0.0765 5.8063
H 2.1302 0.9008 4.2128
H 0.5788 1.5405 3.6756
H 2.6577 0.1143 1.9440
H 2.1893 1.8064 1.8453
C -3.5318 0.1696 0.7653
C -3.0821 -0.5902 2.0157
C -2.2058 0.3298 2.8810
C -2.3766 -1.9396 1.8679
C -2.6651 -2.8557 2.8762
C -2.0225 -4.0738 2.9572
C -1.0524 -4.3782 2.0197
C -0.7230 -3.5054 0.9893
C 0.4095 -3.9739 0.0752
C 0.0166 -4.2089 -1.3865
C 1.6536 -3.0825 0.1487
C -1.4030 -2.2653 0.9007
N -1.0949 -1.3323 -0.1124
C -1.8053 -1.3986 -1.2655
C -2.7869 -2.3764 -1.5596
C -3.4654 -2.3889 -2.7652
C -3.2272 -1.4343 -3.7444
C -2.2854 -0.4444 -3.4832
C -1.6214 -0.4486 -2.2840
F -0.7205 0.5339 -2.0377
H -4.1931 0.9847 1.0717
H -4.0785 -0.4724 0.0755
H -2.6893 0.6064 0.2348
H -3.9934 -0.8027 2.5844
H -1.3051 0.6086 2.3269
H -1.8971 -0.1767 3.7969
H -2.7453 1.2426 3.1452
H -3.4144 -2.6005 3.6198
H -2.2621 -4.7720 3.7505
H -0.5288 -5.3256 2.0928
H 0.7037 -4.9499 0.4737
H -0.1974 -3.2745 -1.8965
H -0.8640 -4.8499 -1.4600
H 0.8434 -4.6961 -1.9103
H 1.4818 -2.1526 -0.3893
H 2.5026 -3.5840 -0.3209
H 1.9000 -2.8490 1.1844
H -2.9922 -3.1318 -0.8123
H -4.2001 -3.1658 -2.9462
H -3.7605 -1.4505 -4.6853
H -2.0559 0.3368 -4.1969
C 3.0958 -0.1008 -2.3398
Si 3.0376 1.8125 -2.2945
C 4.7685 2.2644 -1.5937
C 3.0303 2.4320 -4.0896
C 1.6269 2.3089 -1.2805
Si 0.7504 3.8435 -0.9224
C 0.2599 4.8841 -2.4331
C -0.8621 3.4208 0.0282
C 1.6054 5.0809 0.2787
H 3.8263 -0.5039 -3.0474
H 2.1136 -0.5054 -2.6018
H 3.3590 -0.4785 -1.3453
H 5.6097 1.9296 -2.2091
H 4.8766 1.8096 -0.6043
H 4.8555 3.3471 -1.4608
H 3.8360 1.9891 -4.6797
H 3.1485 3.5193 -4.1202
H 2.0810 2.1910 -4.5741
H 1.6718 1.7238 -0.3619
H -0.2814 4.2755 -3.1614
H 1.1537 5.2740 -2.9293
H -0.3711 5.7331 -2.1598
H -1.5237 2.8065 -0.5889
H -1.4242 4.3001 0.3563
H -0.6085 2.8430 0.9281
H 2.6042 5.3331 -0.0905
H 1.7336 4.6082 1.2576
H 1.0540 6.0147 0.4278
*
```

These are the Mulliken partial charges, in e, on atoms 1 to 2: atom 1 (Cd): 1.276, atom 2 (N): -0.374

=====

Which one is the most stable? From the structures above, run w.